[1]
Here is a cluster of 13 separate species, C28H70F3N8O10 in total at a distorted geometry from the Open Molecules 2025 dataset. Energies are from ωB97M-V/def2-TZVPD.

Properties
electronic energy = -2595.8267 Eh
maximum force = 7.10 eV Å⁻¹

ORCA input file:
```
! wB97M-V def2-TZVPD RIJCOSX def2/J DEFGRID3
* xyz 7 1
C 19.70280 20.53054 9.43481
C 21.02645 20.59458 10.10564
O 21.60883 19.93735 10.90415
N 21.78089 21.90959 9.62397
H 22.49035 22.19048 10.30134
H 22.26629 21.66438 8.77464
C 20.90228 23.09433 9.24677
H 18.92975 21.00093 10.02482
H 19.45435 19.44227 9.30647
H 19.76398 20.81524 8.42090
H 19.95115 22.97086 9.79482
H 20.72418 23.23552 8.20746
H 21.39016 23.97151 9.66613
C 15.31271 22.62558 22.89658
C 16.69355 22.15147 22.46308
O 17.15501 22.08649 21.40985
N 17.67694 21.74582 23.57028
H 18.49434 22.32550 23.44946
H 17.34116 21.97725 24.50892
C 17.91048 20.27725 23.39657
H 14.56769 21.81583 22.69750
H 15.11881 23.44381 22.15276
H 15.20740 22.98733 23.92730
H 17.01055 19.72139 23.38908
H 18.59458 19.91370 24.22512
H 18.24202 20.07158 22.39764
C 5.50851 4.79673 13.01813
C 6.49476 5.32331 14.05469
O 7.00062 6.10652 14.76467
N 7.35221 4.71263 19.09157
H 12.28427 11.34470 17.84814
H 6.57234 4.63839 18.62588
C 7.68486 5.34363 20.14356
H 4.95573 5.66603 12.76062
H 4.90587 4.02006 13.43236
H 5.96733 4.32717 12.13162
H 7.18226 6.07781 20.82028
H 8.72539 5.13188 20.42365
H 26.23005 10.45935 3.91952
C 5.57122 21.60348 17.05454
C 6.13533 22.66471 17.90089
O 7.06772 23.36085 17.89296
N 5.00948 23.11536 19.11869
H 5.05642 24.15666 18.96473
H 4.08616 22.66718 19.01324
C 5.59462 22.80149 20.49782
H 4.59634 21.88014 16.63145
H 5.36824 20.73534 17.69419
H 6.16234 21.40515 16.19534
H 5.53035 23.73032 21.11790
H 6.67774 22.49474 20.46797
H 5.12378 21.94351 20.99847
C 24.65424 5.66453 3.03230
C 23.85229 6.90303 3.31457
O 23.32899 7.91989 3.54503
N 26.13184 9.66606 9.37359
H 25.73084 10.23448 8.59516
H 27.12367 9.71318 9.33345
C 25.40817 9.17608 10.47512
H 24.26677 4.76653 3.54073
H 25.71903 5.73442 3.28029
H 24.50240 5.34182 2.02971
H 25.97956 8.58500 11.19292
H 24.56128 8.45669 10.10066
H 24.87444 10.01145 11.00423
C 4.47680 11.07681 6.06936
C 4.38419 12.41294 5.41753
O 3.55942 13.22243 5.55707
N 5.66851 12.95394 4.71206
H 6.45184 12.88177 5.37302
H 5.97648 12.37856 3.88467
C 5.78729 14.36380 4.29644
H 5.32053 10.46251 5.70880
H 3.60498 10.42787 5.84631
H 4.67647 11.26099 7.10250
H 5.38276 14.99407 5.08841
H 5.27315 14.57610 3.34634
H 6.81479 14.68262 4.19824
C 15.27300 4.13975 8.13834
C 16.22841 5.19174 8.70093
O 17.00906 5.91652 9.12288
N 20.99360 8.93430 20.01258
H 20.44396 9.26423 20.79235
H 20.72453 7.95298 19.62670
C 20.75314 9.95929 18.86590
H 15.09635 3.31537 8.93173
H 15.71957 3.71476 7.13579
H 14.36836 4.66836 7.91383
H 21.68088 10.34597 18.51947
H 20.05279 10.67953 19.28382
H 20.17079 9.43277 18.09183
C 25.56212 8.28690 15.97363
C 24.22167 8.88200 15.39545
O 24.14399 9.93343 14.82220
N 23.09681 8.20495 15.73907
H 23.18192 7.27920 16.10278
H 22.01138 8.92583 20.23168
C 21.82846 8.52270 15.05167
H 25.80632 8.59078 16.96674
H 26.31686 8.73282 15.29226
H 25.56297 7.19681 15.85071
H 22.01155 8.41463 13.98326
H 21.55452 9.53530 15.17351
H 21.06973 7.89071 15.47319
C 10.77539 12.32142 17.69448
O 10.42199 11.28389 16.97862
O 12.01369 12.15832 18.35067
C 11.04337 13.49441 16.69505
F 9.82574 13.86695 16.30755
F 11.69403 14.57763 17.13402
F 11.76845 13.07955 15.70850
C 8.96516 10.94378 16.93868
C 8.55689 10.26955 18.23973
H 9.23466 9.45314 18.48803
H 8.55218 10.87439 19.10654
H 7.54739 9.77353 18.15293
H 8.93614 10.25847 16.06238
H 8.36095 11.87544 16.67026
H 10.03890 12.65919 18.50403
*
```

[2]
Here is a cluster of 7 separate species, C28H73NO10PSi in total at a distorted geometry from the Open Molecules 2025 dataset. Energies are from ωB97M-V/def2-TZVPD.

Properties
electronic energy = -2548.6537 Eh
maximum force = 2.35 eV Å⁻¹

ORCA input file:
```
! wB97M-V def2-TZVPD RIJCOSX def2/J DEFGRID3
* xyz -1 1
C -2.30764 -7.31546 -3.29284
C -2.15698 -6.06757 -4.15240
O -3.37528 -5.29309 -4.21389
P -3.64011 -4.19115 -3.07943
O -3.05158 -4.58305 -1.77232
C -3.24407 -2.58090 -3.77323
C -2.01903 -2.49964 -4.73230
C -0.96659 -1.39776 -4.34678
C 0.18510 -1.89073 -3.48268
C 0.99153 -2.94404 -4.27256
C 1.52760 -4.11994 -3.45206
C 2.30579 -5.13651 -4.28311
N 2.60923 -6.39329 -3.56524
C -0.47987 -2.43501 -2.24041
C 0.25519 -2.63519 -0.91559
O 1.35998 -1.77273 -0.63261
Si 1.16302 -0.18819 -0.24290
C -0.62494 0.26556 0.12234
C 1.80928 0.96406 -1.55666
C 2.13925 0.08113 1.35447
O -5.24465 -4.14452 -3.04846
C -5.92216 -5.16853 -2.30502
C -6.17809 -4.72756 -0.86979
H -1.34365 -7.55722 -2.83678
H -2.62168 -8.18076 -3.88113
H -3.01269 -7.13286 -2.48100
H -1.93455 -6.32780 -5.18907
H -1.33001 -5.44907 -3.79401
H -4.14431 -2.27152 -4.31178
H -3.14407 -1.91842 -2.90717
H -2.42538 -2.32083 -5.73595
H -1.51475 -3.46638 -4.79411
H -1.52173 -0.61207 -3.80568
H -0.58203 -0.95076 -5.27558
H 0.43711 -3.35883 -5.14472
H 1.88910 -2.46849 -4.70637
H 2.20418 -3.71776 -2.68541
H 0.73089 -4.65109 -2.91304
H 3.26039 -4.69423 -4.58853
H 1.73722 -5.38289 -5.18778
H 3.52790 -6.33553 -3.14367
H 1.95937 -6.49693 -2.79268
H -1.30739 -1.73895 -2.02588
H -0.97565 -3.42780 -2.36483
H -0.50328 -2.57289 -0.12270
H 0.64010 -3.65581 -0.87475
H -0.60750 1.18890 0.71602
H -1.20362 0.45511 -0.78476
H -1.14497 -0.48836 0.72230
H 2.10778 1.92224 -1.11566
H 1.03424 1.11066 -2.31244
H 2.65746 0.50344 -2.07079
H 1.53120 0.59594 2.10777
H 3.03648 0.68572 1.19117
H 2.45022 -0.87493 1.78601
H -5.33220 -6.09029 -2.32395
H -6.86017 -5.34588 -2.83475
H -5.33405 -4.98508 -0.22832
H -6.30720 -3.64437 -0.83015
H -7.07619 -5.21320 -0.47748
C -3.25588 -5.60840 1.63580
C -2.04743 -4.79131 1.20960
O -1.54840 -5.17798 -0.05069
H -3.00514 -6.67019 1.66012
H -3.60619 -5.30736 2.62605
H -4.07702 -5.47259 0.92790
H -1.22408 -4.93251 1.91239
H -2.30059 -3.72334 1.20631
H -2.22704 -5.00972 -0.72803
C 3.35921 4.64850 3.16732
C 3.41382 3.44098 2.25156
O 2.82374 3.70326 0.98328
H 2.33018 4.97672 3.30187
H 3.77955 4.42165 4.14887
H 3.91742 5.48914 2.74691
H 2.84183 2.61560 2.67254
H 4.44535 3.09500 2.11726
H 3.31568 4.41490 0.56290
C 5.41409 0.43310 -3.93341
C 4.32547 -0.62494 -3.98551
O 3.21614 -0.22804 -4.76719
H 5.00785 1.36730 -3.54289
H 6.24041 0.11539 -3.29402
H 5.81362 0.63008 -4.93248
H 3.91792 -0.81078 -2.99143
H 4.73528 -1.57369 -4.35543
H 3.49746 -0.08069 -5.67510
C -0.03319 6.73340 6.25597
C 1.09364 7.58708 5.71008
O 1.52292 7.10747 4.43701
H 0.28788 5.69441 6.33075
H -0.35345 7.07478 7.24228
H -0.89202 6.75722 5.58346
H 1.96674 7.55003 6.36061
H 0.78233 8.63404 5.62814
H 0.76680 7.13488 3.84170
C -3.24499 2.94754 5.70660
C -3.16340 4.08951 4.71198
O -1.84018 4.59433 4.57338
H -2.87704 3.26713 6.68223
H -4.27300 2.59885 5.81615
H -2.63601 2.10340 5.37568
H -3.76338 4.93531 5.04896
H -3.55035 3.77189 3.73812
H -1.28075 3.87714 4.25702
C 3.97835 11.62951 5.72925
C 2.49892 11.33703 5.88985
O 2.18993 10.85137 7.19389
H 4.56266 10.73035 5.92502
H 4.20194 11.97853 4.72016
H 4.29905 12.40098 6.43403
H 2.18784 10.55475 5.19861
H 1.90566 12.23365 5.67910
H 2.44831 11.52839 7.82660
*
```